Entry 1:
48
Properties=species:S:1:pos:R:3:forces:R:3 method="wB97M-V/def2-TZVPD" total_charge=0 lumo_ev="-1.340 / -2.320" fmax_ha_per_bohr=0.0556 spin_multiplicity=4 relative_energy_kcal_mol=0.0 molar_mass_g_mol=838.5 e_homo_ev="-6.91 / -6.62" orbital_gap_ha="0.2045 / 0.1582" e_tot_ev=-228303.85776
Re -16.865053 3.638793 -5.833606 -0.082 -0.072 -1.300
C -19.056731 -0.485829 -6.070584 -0.381 -1.188 -0.973
C -18.474219 0.849893 -5.715085 1.090 0.155 -0.475
S -18.034794 1.942463 -7.001480 -0.645 -1.386 0.567
C -18.177888 1.122590 -4.365775 -0.462 0.274 -0.417
C -18.607557 0.120372 -3.331102 0.024 0.479 0.668
S -17.517268 2.630168 -3.856989 -0.389 -1.508 1.028
H -18.419631 -1.367788 -5.787779 0.050 0.971 -0.382
H -19.329426 -0.615737 -7.185598 0.364 0.439 1.917
H -19.913272 -0.686199 -5.410560 -0.265 0.207 -0.615
H -18.557549 0.534837 -2.314472 -0.131 0.037 -0.376
H -18.019738 -0.785722 -3.293965 0.508 -0.235 -0.319
H -19.616618 -0.219113 -3.544518 -0.253 0.116 0.189
Br -16.459910 5.978234 -12.063330 -0.469 -0.145 0.765
C -16.634172 5.526568 -10.180448 1.073 -0.510 -1.925
C -15.405070 5.306584 -9.555466 -0.112 0.365 1.318
C -15.439232 4.835819 -8.226519 -0.458 -0.075 -1.279
N -16.645917 4.580022 -7.675606 -1.201 1.884 0.973
C -17.831129 5.105724 -8.219975 2.336 -1.598 -0.414
C -17.842947 5.322523 -9.591339 -1.536 0.799 0.633
C -18.905012 5.290137 -7.291205 -0.790 -1.455 1.811
C -20.109454 5.965936 -7.538244 0.957 1.363 -0.978
C -20.926530 6.346622 -6.496078 0.601 -1.775 0.753
Br -22.261319 7.633043 -6.631319 -0.216 -0.006 -0.209
C -20.719751 5.660377 -5.278774 -0.125 0.151 0.342
C -19.580604 4.882181 -5.074756 -0.652 1.192 -1.934
N -18.649483 4.726907 -6.049533 -1.173 0.889 -0.610
H -14.522084 5.619564 -10.109730 0.037 -0.383 0.522
H -14.609839 4.623516 -7.529821 -0.347 0.224 -1.050
H -18.845206 5.389283 -10.039910 0.851 0.377 -0.301
H -20.233286 6.403021 -8.536280 -0.068 -0.131 0.459
H -21.471538 5.737799 -4.485596 0.529 0.147 -0.196
H -19.396988 4.434793 -4.136432 0.229 -0.515 0.745
Cl -12.324546 4.549263 -6.586613 0.006 -0.505 -0.093
C -12.674267 2.995886 -7.298423 0.603 -1.738 -0.421
C -11.715027 2.395338 -8.146958 -0.301 1.063 0.516
C -12.014150 1.278830 -8.904239 -0.104 -0.181 -0.220
C -13.161882 0.559547 -8.644709 -1.446 0.134 1.328
C -13.983971 0.977362 -7.565470 0.904 0.760 -0.642
Cl -15.163975 -0.124851 -6.970415 -0.226 -0.138 -0.089
C -13.831076 2.234991 -6.929991 1.548 -0.534 -1.851
S -14.731485 2.737218 -5.598297 -0.569 0.307 1.986
H -10.693209 2.759871 -8.212554 -0.387 0.583 -0.146
H -11.318906 1.033608 -9.701151 -0.104 -0.383 0.210
H -13.535191 -0.345283 -9.118202 0.677 0.130 -0.288
O -16.493710 7.307796 -3.676688 -0.446 -0.909 -0.394
C -16.483397 6.220869 -4.176037 1.097 0.131 0.132
N -16.309618 5.128700 -4.644321 -0.148 2.193 1.035

Entry 2:
47
Properties=species:S:1:pos:R:3:forces:R:3 method="wB97M-V/def2-TZVPD" total_charge=0 lumo_ev="-0.429 / -0.431" fmax_ha_per_bohr=0.0098 relative_energy_kcal_mol=8.3 molar_mass_g_mol=586.2 e_homo_ev="-7.42 / -7.41" orbital_gap_ha="0.2567 / 0.2564" e_tot_ev=-174551.42223
Ni -0.425388 0.115287 0.882944 -0.074 0.024 -0.386
C -0.306273 4.468247 -2.190735 0.008 0.007 -0.013
C 0.550507 3.615656 -1.299479 -0.024 -0.056 0.027
C 1.884909 3.895464 -1.039913 0.023 -0.035 0.037
C 2.609986 3.065512 -0.203765 -0.003 0.080 -0.081
C 1.974720 1.972911 0.360086 0.101 0.058 0.010
Br 3.020244 0.874095 1.487387 -0.061 -0.027 0.011
N 0.698062 1.683090 0.143682 -0.130 0.053 0.116
C 0.015424 2.496692 -0.680439 -0.041 -0.055 -0.007
H 0.254235 5.319094 -2.574287 0.001 -0.003 0.002
H -1.172926 4.846950 -1.648523 0.001 -0.004 0.006
H -0.678072 3.895433 -3.040920 0.003 -0.002 0.002
H 2.359963 4.759794 -1.487691 0.001 -0.002 0.001
H 3.649709 3.253529 0.017093 -0.001 0.001 0.002
H -1.022186 2.222581 -0.823979 -0.011 0.064 -0.020
S -2.216375 1.376500 1.373148 0.202 -0.388 -0.034
C -3.085626 -0.119922 1.428831 -0.149 -0.017 0.042
S -2.036992 -1.434035 1.022482 0.178 0.471 -0.012
C -4.407185 -0.240344 1.769005 -0.005 -0.030 -0.017
C -5.035614 -1.520802 1.803617 -0.010 0.037 0.029
N -5.536496 -2.557298 1.837656 0.022 0.001 -0.017
C -5.185192 0.910623 2.092761 -0.003 -0.042 0.017
N -5.809414 1.841450 2.358010 0.024 0.009 -0.016
S 3.052237 -4.301379 -2.398458 0.056 -0.023 -0.134
C 2.249209 -3.097675 -1.409411 -0.118 0.069 0.054
C 2.152046 -3.132212 -0.022185 0.033 -0.011 -0.039
C 1.432321 -2.144280 0.618606 -0.001 0.002 0.046
N 0.814693 -1.153520 -0.025931 -0.242 -0.118 0.137
C 0.893315 -1.130596 -1.359384 0.048 0.052 0.009
C 1.600664 -2.063398 -2.084695 0.050 -0.009 0.018
C 4.069732 -5.173123 -1.240606 0.029 -0.006 0.098
C 5.063298 -4.531776 -0.509370 -0.022 0.016 -0.047
C 5.848023 -5.293119 0.339279 0.012 -0.052 0.010
N 5.720173 -6.612689 0.480124 0.000 0.030 -0.007
C 4.777895 -7.213859 -0.236106 -0.009 0.013 -0.008
C 3.921797 -6.543129 -1.102636 -0.004 -0.014 0.025
H 2.617370 -3.913636 0.560315 -0.004 -0.008 -0.003
H 1.333097 -2.141971 1.696426 -0.010 -0.001 -0.004
H 0.369675 -0.325019 -1.857376 -0.015 -0.011 0.002
H 1.644306 -1.984976 -3.162661 -0.010 -0.020 0.005
H 5.221608 -3.465175 -0.600522 0.004 -0.006 0.001
H 6.626780 -4.822314 0.928253 -0.001 0.001 0.003
H 4.688090 -8.286744 -0.110385 0.004 -0.002 0.004
H 3.155142 -7.078174 -1.646180 0.007 0.002 -0.004
N -0.015347 -0.167726 4.194125 -0.064 -0.020 0.046
C 0.121275 -0.019064 3.052195 0.250 -0.053 0.093
H -0.231954 -0.308220 5.157989 -0.046 0.027 -0.004

Entry 3:
50
Properties=species:S:1:pos:R:3:forces:R:3 method="wB97M-V/def2-TZVPD" total_charge=-2 lumo_ev="2.847 / 2.846" fmax_ha_per_bohr=0.0539 relative_energy_kcal_mol=357.1 molar_mass_g_mol=636.9 e_homo_ev="-0.72 / -0.91" orbital_gap_ha="0.1309 / 0.1379" e_tot_ev=-132947.62788
Ca -0.583523 -0.120363 -1.129982 -0.074 0.041 -0.178
O -0.977547 1.536075 -5.121051 -0.144 -0.095 -0.206
C -0.805996 0.850368 -4.113989 0.446 -0.131 -0.441
O -0.848931 1.250718 -2.906752 -0.163 0.183 0.351
C -0.461860 -0.640213 -4.243108 -0.345 -0.827 0.016
C -0.921900 -1.527503 -5.241357 1.250 0.822 -0.608
C -0.600361 -2.904132 -5.197098 -1.200 0.642 0.232
C -0.253940 -3.437084 -3.969175 0.101 -1.187 -0.542
C 0.056172 -2.478396 -3.120424 1.721 0.657 2.072
N 0.212624 -1.159751 -3.158065 -1.513 -0.547 -0.817
C -0.408274 -6.626686 0.460120 -0.167 0.051 -0.037
O 0.053844 -7.736027 1.027117 0.260 0.186 -0.123
O 0.893426 -6.656593 0.344247 -0.112 -0.237 0.141
H -1.319984 -1.115877 -6.166445 -0.178 0.189 0.277
H -0.814441 -3.546830 -6.049729 0.061 0.170 -0.229
H -2.935768 -4.362080 -0.388957 0.040 0.056 0.018
C 0.921483 2.618291 4.065486 0.007 0.080 -0.003
Si 2.531093 2.625143 3.115284 -0.004 -0.008 0.013
C 3.766869 1.515176 3.997357 -0.021 -0.034 0.017
C 3.182142 4.397377 3.216521 0.034 -0.015 -0.004
C 2.490418 2.148109 1.302198 -0.047 -0.002 -0.081
C 3.496689 2.626135 0.472066 -0.074 0.008 -0.133
C 3.537886 2.320926 -0.888639 0.034 0.052 0.126
C 2.522663 1.530159 -1.389622 -0.039 0.002 0.074
N 1.564062 1.026176 -0.622640 -0.044 0.051 0.211
C 1.522666 1.289471 0.708780 0.100 -0.159 -0.161
S 0.256793 0.492970 1.586436 0.104 0.037 -0.039
H 1.090160 3.079275 5.045128 0.002 0.018 -0.005
H 0.543152 1.607930 4.196791 0.002 -0.010 0.016
H 0.147964 3.184592 3.542821 0.013 -0.021 -0.001
H 3.866033 1.783450 5.052912 0.000 0.000 -0.004
H 4.752562 1.583104 3.530559 0.000 -0.002 0.000
H 3.438479 0.475177 3.937736 0.001 -0.003 0.000
H 3.235207 4.714035 4.261859 -0.004 0.002 0.003
H 2.508493 5.079248 2.691921 0.001 -0.002 0.004
H 4.178123 4.515893 2.784991 0.007 -0.008 -0.001
H 4.270450 3.267653 0.882804 0.012 0.018 0.011
H 4.314372 2.703300 -1.536950 0.006 0.004 0.011
H 2.454826 1.280488 -2.443254 0.003 -0.002 -0.003
Cl -1.882899 -3.688917 -0.780233 0.085 -0.060 -0.143
C -2.470025 -1.832728 -0.763466 0.289 0.170 0.026
C -3.757490 -1.726238 -0.224597 -0.142 -0.006 0.040
C -4.239289 -0.397945 0.044905 0.036 -0.013 0.012
Cl -3.297805 1.037424 -0.184584 -0.122 -0.079 -0.005
C -5.533842 -0.441302 0.527441 0.005 -0.078 -0.016
Cl -6.501143 0.903273 0.997625 -0.022 0.017 0.012
C -5.920954 -1.793254 0.585570 0.020 0.054 0.007
Cl -7.449614 -2.379743 1.123481 -0.020 -0.001 0.006
C -4.856350 -2.564880 0.133612 -0.095 -0.022 0.055
Cl -4.966714 -4.305396 0.004346 -0.112 0.039 0.027

Entry 4:
45
Properties=species:S:1:pos:R:3:forces:R:3 method="wB97M-V/def2-TZVPD" total_charge=+4 lumo_ev="-14.291 / -15.232" fmax_ha_per_bohr=0.1170 spin_multiplicity=2 molar_mass_g_mol=781.2 e_homo_ev="-19.91 / -19.91" orbital_gap_ha="0.2066 / 0.1720" e_tot_ev=-129653.30167
Lu -0.704129 1.701009 -2.271472 3.499 1.882 2.662
Yb -0.193942 0.174091 0.225418 0.468 -1.019 -1.788
Cl -1.266234 2.417553 0.038550 -0.747 0.950 -0.930
Cl 1.560867 0.801017 -1.900361 -0.854 0.092 -0.113
C 0.999057 -1.887430 -0.054168 1.637 -3.129 -0.206
C -2.788990 2.197036 -2.841172 -5.667 1.544 -1.315
C -0.637247 1.043851 -4.379554 0.529 -1.741 -5.693
O 1.511925 -2.892370 -0.077249 -0.667 1.672 -0.103
O -3.845797 2.529454 -3.054311 2.303 -0.739 0.445
O -0.491549 0.730706 -5.452315 -0.333 0.641 2.230
O -0.403727 0.317176 2.133694 0.201 -0.508 4.030
P 0.438145 -0.433629 3.221330 -0.195 0.244 -1.180
C 0.131956 -2.198843 2.980846 -0.018 -0.408 0.046
C -0.867423 -2.664685 2.091092 0.280 -1.194 0.284
C -1.100842 -4.059345 1.932054 0.598 0.992 0.453
C -0.344696 -4.993546 2.659454 0.329 1.184 0.225
C 0.642542 -4.533270 3.554185 -0.436 0.975 -0.426
C 0.871144 -3.142177 3.714753 -0.378 -1.005 -0.315
C 2.136612 0.131923 2.968654 0.662 -0.050 0.251
C 3.172667 -0.353303 3.792957 0.887 0.577 -0.372
C 4.514213 0.083753 3.628949 -1.017 0.126 -0.376
C 4.843406 1.018452 2.630148 -1.368 -0.398 0.081
C 3.824239 1.512289 1.789960 -0.899 -0.928 0.672
C 2.478638 1.065968 1.955908 0.965 0.068 0.078
C -0.229542 0.010551 4.815929 0.741 0.620 1.352
C -1.526206 -0.416317 5.169905 0.581 -0.080 -0.485
C -2.055603 -0.151421 6.457655 0.597 1.041 1.779
C -1.292194 0.560672 7.403877 -0.256 -0.514 -1.009
C -0.001093 1.004364 7.053773 -1.308 -0.201 0.827
C 0.522945 0.730500 5.761335 -0.356 -0.822 -1.571
H -1.482322 -1.978745 1.520879 -0.213 0.125 0.068
H -1.863965 -4.399028 1.243607 -0.013 0.029 0.040
H -0.516221 -6.051313 2.533793 -0.032 -0.094 0.006
H 1.225137 -5.244747 4.122837 0.042 0.039 0.026
H 1.628846 -2.819828 4.414918 0.068 -0.060 0.051
H 2.954154 -1.060943 4.580115 0.074 -0.074 0.079
H 5.288248 -0.298536 4.284163 -0.094 -0.021 -0.032
H 5.859043 1.353948 2.506555 0.162 0.062 0.000
H 4.063063 2.236367 1.021048 -0.072 -0.033 0.029
H 1.723341 1.508607 1.298862 0.114 0.098 0.267
H -2.136970 -0.973672 4.468023 0.033 -0.031 -0.031
H -3.046161 -0.500268 6.725691 0.004 -0.008 -0.082
H -1.688175 0.761459 8.388156 -0.036 0.002 0.074
H 0.591771 1.551055 7.773438 0.100 0.069 0.047
H 1.520673 1.075078 5.526530 0.082 0.027 -0.073